Molecular formula: C18H27N3O
Method: DFT, ωB97M-V/def2-TZVPD

XYZ file:
```
49
Properties=species:S:1:pos:R:3:forces:R:3
C 3.1466 3.9747 2.7445 0.24 -0.04 0.05
C 4.3171 3.1275 3.2301 -0.20 -0.13 0.07
C 4.0846 1.6264 3.0540 0.22 0.21 -0.22
C 4.0769 1.1918 1.5908 -0.10 -0.12 0.29
C 3.8523 -0.3184 1.4621 0.13 0.12 -0.07
C 3.8666 -0.7342 0.0133 0.03 -0.08 0.44
O 4.7792 -1.3101 -0.5382 0.18 -0.06 -0.06
N 2.7478 -0.3986 -0.6970 -0.40 -0.15 -1.25
N 1.7021 0.2445 -0.1372 -0.16 0.22 0.76
C 0.6749 0.5668 -0.8076 0.10 -0.07 -0.18
C -0.4148 1.3088 -0.1054 -0.15 -0.09 0.00
C -1.7711 0.6237 -0.3153 -0.05 0.02 0.36
N -1.8761 -0.0154 -1.6207 0.04 0.06 -0.20
C -3.2573 -0.1763 -2.0278 0.05 -0.05 -0.12
C -3.9924 -1.0886 -1.0820 -0.12 0.03 0.02
C -5.2326 -0.7437 -0.5659 0.07 0.03 -0.08
C -5.8990 -1.6004 0.2940 -0.11 -0.04 0.07
C -5.3268 -2.8081 0.6517 -0.10 -0.02 0.07
C -4.0860 -3.1577 0.1438 0.05 -0.07 -0.01
C -3.4252 -2.3047 -0.7200 -0.03 0.01 -0.02
C -1.0297 0.6060 -2.6174 0.10 -0.08 -0.08
C 0.4227 0.2865 -2.2660 0.09 0.03 -0.06
H 2.9998 3.8624 1.6736 -0.08 0.03 -0.12
H 3.3299 5.0265 2.9528 -0.07 0.11 -0.03
H 2.2295 3.6799 3.2501 -0.15 0.00 0.04
H 4.4823 3.3326 4.2906 0.09 0.04 -0.02
H 5.2231 3.4175 2.6935 0.09 0.01 0.05
H 4.8743 1.0840 3.5794 -0.03 -0.09 0.05
H 3.1323 1.3543 3.5149 -0.05 -0.07 0.08
H 5.0295 1.4563 1.1264 0.03 0.04 -0.05
H 3.2774 1.7052 1.0571 0.08 0.05 -0.05
H 4.6442 -0.8603 1.9799 -0.04 -0.06 -0.09
H 2.8849 -0.5754 1.8939 0.03 -0.01 0.08
H 2.7412 -0.6610 -1.6821 0.08 0.06 0.25
H -0.4504 2.3225 -0.5153 -0.02 0.03 0.03
H -0.1880 1.3818 0.9569 0.02 0.05 -0.04
H -1.9123 -0.1533 0.4425 -0.05 0.16 0.04
H -2.5705 1.3726 -0.1768 0.03 -0.07 -0.01
H -3.2606 -0.6284 -3.0258 -0.02 0.10 0.02
H -3.7855 0.7939 -2.0941 0.04 -0.10 0.00
H -5.6835 0.2003 -0.8395 -0.01 0.10 -0.02
H -6.8657 -1.3214 0.6875 -0.07 0.02 0.04
H -5.8450 -3.4751 1.3248 -0.04 -0.05 0.06
H -3.6349 -4.0992 0.4213 0.04 -0.07 0.02
H -2.4562 -2.5666 -1.1171 0.13 -0.03 -0.03
H -1.2693 0.1785 -3.5943 0.00 0.08 0.06
H -1.1826 1.6975 -2.6868 -0.01 -0.06 -0.05
H 1.1046 0.8723 -2.8909 0.06 -0.02 -0.02
H 0.6070 -0.7738 -2.4640 0.01 0.01 -0.05
```
Forces are in eV/Å.

Relative energy (zero: lowest compared OMol25 entry of this formula, charge and spin) = 211.48 kJ/mol
HOMO level = -8.79 eV
Lowest unoccupied orbital energy = 0.0255 Eh



Molecular formula: C10H20Cl2N2O2PSSc
Method: DFT, ωB97M-V/def2-TZVPD

XYZ file:
```
39
Properties=species:S:1:pos:R:3:forces:R:3
C -0.0861 -3.2799 -3.4086 0.69 -0.73 0.33
C -0.4426 -1.9911 -2.7776 -4.72 1.54 -3.40
H -0.8657 -3.6160 -4.1068 -0.08 0.39 0.31
H 0.0593 -4.0160 -2.5997 0.12 0.16 -0.31
H 0.8680 -3.1446 -3.9415 -0.14 0.02 0.31
O -1.3570 -1.2134 -2.9524 4.45 -2.52 1.88
Cl 0.3408 -2.7891 0.6075 -0.33 0.27 -0.55
Sc 0.4208 -0.9956 -0.8581 1.52 0.91 1.90
P -0.1346 1.4686 -2.0990 0.27 1.98 -1.28
C -1.6347 2.5000 -1.9779 -0.29 -0.43 0.44
C 1.1135 2.7860 -1.8486 0.28 -0.54 0.50
H 0.8076 0.7537 -4.2109 -0.11 0.16 -0.16
H 0.0404 2.3751 -4.3120 -0.05 -0.30 0.06
H -0.9761 0.8960 -4.3008 0.19 0.13 -0.09
C -0.0588 1.3550 -3.9206 0.08 -0.67 -0.02
H 2.1130 2.3424 -1.9110 -0.05 0.28 0.03
H 0.9775 3.5262 -2.6490 0.04 -0.20 0.30
H -1.5009 3.3600 -2.6514 -0.02 -0.29 0.25
H -1.7590 2.8473 -0.9471 -0.16 0.07 -0.22
H 0.9679 3.2441 -0.8633 0.16 -0.04 -0.24
H -2.5088 1.9197 -2.2920 0.02 0.25 0.10
C -1.6909 -0.0803 -0.1275 -5.17 0.86 0.44
O -2.7928 0.2561 0.0067 4.60 -1.21 -0.41
Cl 2.2860 -1.1131 -2.3180 -1.02 0.02 0.07
S 1.6264 0.5689 0.9137 -0.10 0.02 -0.69
C 0.9763 -0.0017 2.4119 -0.77 -1.10 1.70
N -0.3314 0.1433 2.6863 0.50 -0.01 -0.68
C -0.9879 -0.3791 3.8859 -0.40 -0.38 0.30
C 0.0157 -0.4886 5.0167 0.16 0.30 0.19
C 1.2593 -1.2208 4.5596 0.03 -0.28 0.07
N 1.7635 -0.5920 3.3307 -0.20 0.36 -1.55
H -0.9254 0.4566 1.9224 0.49 0.22 0.66
H -1.4351 -1.3681 3.6776 0.17 0.37 -0.07
H -1.7957 0.3082 4.1603 0.16 -0.13 -0.13
H -0.4270 -1.0152 5.8607 -0.04 0.01 -0.05
H 0.2919 0.5118 5.3659 -0.04 -0.10 -0.04
H 1.0469 -2.2855 4.3645 0.08 0.34 -0.05
H 2.0493 -1.1749 5.3132 -0.11 0.05 -0.15
H 2.6864 -0.8540 2.9901 -0.19 0.24 0.28
```
Forces are in eV/Å.

HOMO level (alpha / beta) = -16.20 / -15.98 eV
Charge = +2
Lowest unoccupied orbital energy (alpha / beta) = -0.3747 / -0.4249 Eh



Molecular formula: C21H19F3N2O3S2
Method: DFT, ωB97M-V/def2-TZVPD

XYZ file:
```
50
Properties=species:S:1:pos:R:3:forces:R:3
O 1.4444 -4.1661 5.9046 -0.98 0.17 -2.04
C 0.8442 -3.9287 4.8667 0.14 0.28 1.71
C 1.1882 -4.1697 3.4512 1.13 -0.24 -0.52
C 2.3457 -4.7966 2.9747 -0.35 0.11 0.10
C 2.5969 -4.7963 1.5997 -0.20 -0.03 -0.23
C 1.6460 -4.2763 0.6988 -0.15 -0.02 0.50
C 0.4772 -3.6851 1.1837 -0.03 0.01 0.14
C 0.3070 -3.5901 2.5576 0.42 0.26 -0.80
S -0.8288 -2.5263 3.3694 -0.11 -0.90 0.05
O -2.1874 -2.8103 2.9954 0.70 0.46 0.27
O -0.3244 -1.1798 3.4356 -0.44 -0.89 0.32
N -0.4351 -3.3095 4.8217 -0.68 1.09 1.53
S -1.2232 -2.6266 6.2222 0.89 -1.35 -0.46
C -1.7164 -4.2670 6.9459 -0.33 -0.69 -0.23
F -1.1422 -4.4747 8.1580 -0.72 0.26 -1.18
F -1.3785 -5.3107 6.1317 -0.45 1.14 1.08
F -3.0708 -4.2761 7.0939 1.17 -0.18 0.19
H 3.0048 -5.2551 3.7101 0.05 0.14 -0.32
H 3.5312 -5.2092 1.2044 -0.43 0.08 0.24
H 1.7949 -4.3046 -0.3797 0.14 -0.10 0.30
H -0.3010 -3.2897 0.5355 0.31 0.05 -0.06
C -0.3620 0.1170 0.9502 -1.21 1.20 -1.76
C -0.7600 1.1632 0.1140 2.04 -1.34 0.59
N -1.9932 1.5337 -0.3051 -0.65 0.48 0.02
C -2.1997 2.6563 -1.2191 -0.09 0.10 -0.07
C -3.6897 2.6388 -1.5766 0.04 0.03 -0.14
C -4.3077 1.4233 -0.8623 -0.12 0.00 0.31
C -3.1605 0.6609 -0.1834 0.27 -0.03 0.01
C 0.4984 1.7402 -0.4720 -0.13 0.34 -0.38
C 0.7440 2.9347 -1.1750 0.28 -0.54 -0.06
C 2.0315 3.1747 -1.6847 -0.53 -0.36 0.25
C 3.0461 2.2184 -1.5279 -0.43 0.06 0.19
C 2.7950 1.0243 -0.8283 -0.33 0.61 0.02
C 1.5425 0.8400 -0.2381 0.43 -0.40 0.04
C 1.0375 -0.3278 0.6108 -0.01 0.52 -0.21
H -1.0237 -0.3414 1.6597 -0.05 -0.24 -0.36
H -1.6022 2.5634 -2.1486 -0.17 -0.04 0.56
H -1.9349 3.6073 -0.7206 -0.05 -0.38 -0.25
H -3.8007 2.5378 -2.6632 -0.06 0.13 0.27
H -4.1480 3.5860 -1.2727 -0.08 -0.28 -0.11
H -5.0365 1.7308 -0.1101 -0.02 0.02 -0.15
H -4.8138 0.7769 -1.5809 -0.06 0.05 0.15
H -3.3471 0.4382 0.8758 -0.11 0.04 -0.27
H -3.0089 -0.3052 -0.6999 0.30 0.22 0.22
H -0.0751 3.6295 -1.3525 0.67 -0.04 0.04
H 2.1822 4.0963 -2.2474 0.23 -0.25 0.20
H 4.0350 2.4288 -1.9252 -0.13 -0.16 -0.03
H 3.5719 0.2668 -0.7557 -0.09 0.14 0.17
H 1.6415 -0.6117 1.4768 0.18 0.34 -0.05
H 1.0420 -1.2119 -0.0539 -0.18 0.13 0.22
```
Forces are in eV/Å.

Relative energy (zero: lowest compared OMol25 entry of this formula, charge and spin) = 16.82 kJ/mol
HOMO level = -6.98 eV
Lowest unoccupied orbital energy = -0.0275 Eh



Molecular formula: C3H9NS2
Method: DFT, ωB97M-V/def2-TZVPD

XYZ file:
```
15
Properties=species:S:1:pos:R:3:forces:R:3
C 1.8442 1.5217 -0.5261 0.25 0.08 -0.65
S 1.9522 -0.3571 -0.1729 -0.89 2.01 0.25
S 0.0979 -0.6422 0.7798 1.62 0.34 -0.93
C -0.9443 -0.6324 -0.7110 0.23 2.86 -1.15
C -2.0748 0.4987 -0.5227 2.06 -0.82 0.11
N -2.8488 0.3253 0.6942 -2.08 -1.08 -0.37
H 2.8428 1.9302 -0.5994 0.65 -0.34 0.42
H 1.4491 1.9100 -1.4951 -0.39 -1.22 0.46
H 1.3470 2.0944 0.2540 -0.11 -0.53 0.29
H -1.2471 -1.6355 -0.7265 -1.28 -1.24 -0.57
H -0.3639 -0.3963 -1.6968 -0.72 -0.49 2.04
H -2.6496 0.5020 -1.4216 -0.76 0.13 -0.47
H -1.5184 1.4973 -0.4520 -0.78 -1.34 -0.08
H -3.4799 -0.5270 0.7901 0.61 1.45 -1.37
H -2.1905 0.0084 1.3362 1.60 0.20 2.03
```
Forces are in eV/Å.

Relative energy (zero: lowest compared OMol25 entry of this formula, charge and spin) = 115.34 kJ/mol
HOMO level = -8.87 eV
Lowest unoccupied orbital energy = 0.0191 Eh



Molecular formula: C3H12N2S
Method: DFT, ωB97M-V/def2-TZVPD

XYZ file:
```
18
Properties=species:S:1:pos:R:3:forces:R:3
C 1.6148 1.1498 1.3167 -0.09 -0.08 -0.03
C 0.7560 2.4001 1.2610 0.00 0.18 -0.29
S -0.0428 2.7412 -0.3400 -0.10 -0.09 -0.16
H 2.2697 1.0824 0.4416 -0.01 0.01 0.20
H 1.0236 0.2376 1.3816 -0.14 0.04 -0.21
H 2.2233 1.1866 2.2171 0.21 -0.01 0.04
H -0.0916 2.3349 1.9370 0.02 -0.03 0.22
H 1.3409 3.2773 1.5341 0.00 -0.03 0.03
H 0.9223 2.2930 -1.1555 0.11 0.07 0.12
N -1.5657 -0.6499 -0.5750 -0.53 0.35 -0.14
C -1.0037 -1.9797 -0.4391 0.23 0.25 -0.72
N -0.8233 -2.7419 -1.6536 -0.25 0.27 -0.09
H -1.0730 -0.1277 -1.2909 0.12 0.05 0.16
H -2.5409 -0.6450 -0.8694 0.20 -0.27 0.10
H -0.0123 -1.7992 -0.0253 0.00 -0.32 0.44
H -1.6429 -2.5401 0.2351 0.16 -0.07 0.30
H -1.4157 -3.5233 -1.8532 0.11 -0.08 -0.01
H 0.0613 -2.6964 -2.1223 -0.04 -0.21 0.03
```
Forces are in eV/Å.

Relative energy (zero: lowest compared OMol25 entry of this formula, charge and spin) = 21.93 kJ/mol
HOMO level = -8.60 eV
Lowest unoccupied orbital energy = 0.0355 Eh



Molecular formula: C2HNO2S
Method: DFT, ωB97M-V/def2-TZVPD

XYZ file:
```
7
Properties=species:S:1:pos:R:3:forces:R:3
O 2.7741 1.5470 0.5102 -0.46 0.10 -0.10
S 3.6735 0.5648 -0.0775 0.59 0.35 0.57
C 2.8915 -1.0332 -0.7661 1.09 -1.32 -0.38
O 3.1893 -1.1650 0.4409 0.29 0.31 -0.24
C -0.0602 -0.8098 -0.0457 -2.19 0.18 1.97
N 0.8545 -0.7522 -0.7020 0.30 0.58 -1.30
H -0.8817 -0.7664 0.6608 0.38 -0.21 -0.51
```
Forces are in eV/Å.

Relative energy (zero: lowest compared OMol25 entry of this formula, charge and spin) = 552.30 kJ/mol
HOMO level = -8.45 eV
Lowest unoccupied orbital energy = 0.0079 Eh



Record order is preserved below.
M: 301.43 379.18 468.52 123.25 108.21 103.10 g/mol